The following is a DFT calculation (ωB97M-V/def2-TZVPD) of C18H21CoS3 as an isolated structure in a non-equilibrium geometry.

```
! wB97M-V def2-TZVPD RIJCOSX def2/J DEFGRID3
* xyz 0 5
Co -0.99 -1.17 1.12
C -0.59 -1.46 4.86
C 0.58 -0.65 4.35
C 0.82 0.38 5.45
C 0.37 -0.09 2.98
C -0.83 0.54 2.70
C -1.13 1.12 1.45
C -0.22 0.94 0.38
C -0.53 1.43 -1.01
C 0.98 0.33 0.71
C 1.28 -0.10 2.00
H -0.29 -1.90 5.80
H -0.92 -2.31 4.19
H -1.45 -0.84 5.00
H 1.52 -1.23 4.20
H -0.14 0.83 5.61
H 1.48 1.11 5.00
H 1.35 -0.10 6.27
H -1.58 0.70 3.44
H -2.06 1.69 1.23
H 0.30 2.10 -1.40
H -1.54 1.66 -1.09
H -0.16 0.57 -1.71
H 1.72 0.19 -0.02
H 2.36 -0.52 2.01
S -1.38 -5.00 -0.79
C -1.51 -3.50 -0.15
S -1.98 -3.11 1.50
S -1.09 -2.03 -0.97
C 1.04 -1.45 -4.17
C 0.58 -0.14 -4.45
C -0.79 0.28 -4.51
C -1.10 1.58 -4.65
C -0.12 2.57 -4.80
C 1.26 2.24 -4.73
C 1.58 0.87 -4.56
H 2.13 -1.56 -3.89
H 0.46 -2.34 -3.94
H -1.48 -0.55 -4.52
H -2.14 1.86 -4.67
H -0.42 3.56 -5.13
H 2.07 2.96 -4.73
H 2.57 0.55 -4.40
*
```

## Properties
Frontier orbital gap (spin up / spin down), eV: 7.001 / 6.645
LUMO energy (spin up / spin down), eV: -0.16 / -0.84
Relative energy (zero: lowest compared OMol25 entry of this formula, charge and spin), kJ/mol: 0.0
HOMO level (spin up / spin down), eV: -7.1625 / -7.4872
⟨S²⟩: 6.06
Total energy, eV: -89136.7624
Largest force on an atom, eV/Å: 5.81



The following is a DFT calculation (ωB97M-V/def2-TZVPD) of C18H21F3N4O2 in the gas phase in a non-equilibrium geometry.

```
! wB97M-V def2-TZVPD RIJCOSX def2/J DEFGRID3
* xyz 0 1
C 6.92 -2.25 -1.36
C 5.42 -1.99 -1.45
N 4.87 -1.52 -0.21
C 5.17 -0.21 0.33
C 4.08 0.00 1.39
C 2.85 0.65 0.75
N 3.18 1.93 0.14
C 3.20 3.02 1.09
C 2.39 2.23 -1.04
C 0.93 2.24 -0.75
N 0.11 1.23 -0.82
C -1.07 1.75 -0.34
C -2.29 0.97 -0.24
C -3.46 1.57 0.22
C -4.62 0.82 0.32
C -4.60 -0.52 -0.04
C -5.88 -1.30 0.07
F -6.83 -0.82 -0.76
F -6.40 -1.24 1.31
F -5.74 -2.60 -0.22
C -3.43 -1.12 -0.49
C -2.28 -0.37 -0.59
N -0.96 3.01 0.00
O 0.34 3.34 -0.26
C 3.75 -1.43 1.82
C 4.08 -2.27 0.59
O 3.71 -3.40 0.36
H 7.46 -1.32 -1.15
H 7.28 -2.65 -2.30
H 7.13 -2.96 -0.57
H 4.90 -2.92 -1.68
H 5.21 -1.25 -2.23
H 5.13 0.55 -0.45
H 6.17 -0.20 0.78
H 4.44 0.61 2.22
H 2.06 0.75 1.51
H 2.47 -0.01 -0.03
H 3.55 3.92 0.59
H 3.89 2.78 1.89
H 2.21 3.24 1.54
H 2.58 1.46 -1.79
H 2.69 3.20 -1.43
H -3.45 2.62 0.49
H -5.53 1.27 0.67
H -3.43 -2.17 -0.76
H -1.36 -0.82 -0.94
H 2.71 -1.57 2.12
H 4.39 -1.76 2.64
*
```

## Properties
Frontier orbital gap, eV: 9.224
SMILES: CCN1C[C@@H](CN(C)Cc2nc(-c3ccc(C(F)(F)F)cc3)no2)CC1=O
LUMO energy, eV: 0.08
Relative energy (zero: lowest compared OMol25 entry of this formula, charge and spin), kJ/mol: 0.0
HOMO level, eV: -9.1418
Total energy, eV: -37215.1528
Largest force on an atom, eV/Å: 1.27



The following is a DFT calculation (ωB97M-V/def2-TZVPD) of an isolated ion of composition C18H21FN5O4 and charge +1 in a non-equilibrium geometry.

```
! wB97M-V def2-TZVPD RIJCOSX def2/J DEFGRID3
* xyz 1 1
C -5.43 -2.02 -3.34
O -4.27 -1.45 -2.75
N -4.18 -0.11 -3.05
C -3.18 0.51 -2.60
C -2.06 -0.03 -1.74
N -1.46 1.16 -1.16
C -0.47 1.11 -0.28
N 0.06 -0.11 0.02
C 1.08 -0.32 0.91
N 1.51 -1.59 1.12
C 0.93 -2.71 0.42
C -0.51 -3.07 0.68
C 0.60 -3.95 1.20
C 2.55 -1.79 1.98
C 3.17 -0.79 2.66
C 4.30 -1.19 3.59
O 4.61 -2.35 3.69
O 4.89 -0.22 4.24
C 2.75 0.59 2.52
O 3.26 1.54 3.11
C 1.64 0.77 1.56
C 1.13 2.05 1.29
C 0.11 2.21 0.41
F -0.38 3.44 0.18
C -2.13 2.38 -1.61
C -2.92 1.96 -2.85
C -2.09 2.14 -4.14
N -2.62 1.30 -5.19
H -5.41 -3.06 -3.04
H -6.33 -1.53 -2.96
H -5.39 -1.94 -4.42
H -1.36 -0.58 -2.37
H -2.47 -0.69 -0.97
H -0.34 -0.93 -0.42
H 1.33 -2.83 -0.58
H -1.10 -3.43 -0.15
H -1.05 -2.49 1.41
H 0.77 -4.90 0.73
H 0.78 -3.95 2.26
H 2.90 -2.80 2.10
H 4.50 0.67 4.04
H 1.55 2.90 1.81
H -1.41 3.16 -1.85
H -2.79 2.75 -0.82
H -3.86 2.51 -2.95
H -1.06 1.83 -3.96
H -2.08 3.22 -4.39
H -2.11 1.45 -6.06
H -3.60 1.50 -5.36
*
```

## Properties
Frontier orbital gap, eV: 8.081
SMILES: CO/N=C1\CN(c2[nH]c3[n+](C4CC4)cc(C(=O)O)c(=O)c-3cc2F)C[C@H]1CN
LUMO energy, eV: -4.09
HOMO level, eV: -12.1744
Total energy, eV: -37356.9767
Largest force on an atom, eV/Å: 1.18



The following is a DFT calculation (ωB97M-V/def2-TZVPD) of C18H21MnN5O2S as an isolated structure in a non-equilibrium geometry.

```
! wB97M-V def2-TZVPD RIJCOSX def2/J DEFGRID3
* xyz 4 4
N 1.51 -1.99 -2.14
C 2.62 -2.07 -2.49
C 3.98 -2.24 -2.95
H 4.67 -2.17 -2.10
H 4.22 -1.46 -3.68
H 4.09 -3.22 -3.43
N -1.36 1.92 -0.75
C -2.34 1.82 -1.38
C -3.54 1.70 -2.11
H -3.34 1.76 -3.19
H -4.24 2.51 -1.85
H -4.05 0.74 -1.91
N 0.22 2.17 1.82
C 0.23 2.04 2.98
C 0.17 1.88 4.40
H -0.84 1.62 4.72
H 0.47 2.81 4.89
H 0.85 1.07 4.71
Mn 0.49 2.55 -0.17
C -2.80 -0.07 0.98
O -3.82 0.41 1.14
C -1.24 -0.97 -1.78
O -1.69 -0.90 -2.83
C 1.45 1.84 -1.65
C 2.22 1.86 -0.43
C 2.33 3.11 0.28
C 1.42 4.17 0.02
C 0.60 4.12 -1.17
C 0.80 3.03 -2.07
H 1.42 0.91 -2.22
H 2.71 0.95 -0.10
H 3.00 3.16 1.14
H 1.34 5.03 0.68
H -0.11 4.92 -1.38
H 0.30 3.05 -3.04
C -1.54 -3.00 2.98
N -1.06 -3.46 1.69
C -1.10 -4.77 1.24
C -0.53 -4.78 0.00
N -0.20 -3.48 -0.31
C -0.50 -2.65 0.73
S -0.28 -0.97 0.80
H -0.83 -2.29 3.41
H -2.52 -2.50 2.89
H -1.64 -3.87 3.64
H -1.52 -5.56 1.84
H -0.32 -5.59 -0.68
H 0.31 -3.14 -1.14
*
```

## Properties
Frontier orbital gap (spin up / spin down), eV: 8.280 / 5.115
LUMO energy (spin up / spin down), eV: -13.84 / -16.30
Relative energy (zero: lowest compared OMol25 entry of this formula, charge and spin), kJ/mol: 82.3
HOMO level (spin up / spin down), eV: -22.1163 / -21.4123
⟨S²⟩: 3.81
Total energy, eV: -72659.2052
Largest force on an atom, eV/Å: 10.41



The following is a DFT calculation (ωB97M-V/def2-TZVPD) of C18H21N3O2 in the gas phase.

```
! wB97M-V def2-TZVPD RIJCOSX def2/J DEFGRID3
* xyz 0 1
O 0.56 -1.18 -3.56
C -0.34 -1.26 -2.75
C -1.69 -1.90 -3.08
N -2.77 -1.30 -2.32
C -3.10 0.03 -2.83
C -4.29 0.60 -2.03
N -4.54 -0.15 -0.82
C -4.89 -1.52 -1.15
C -3.96 -2.12 -2.24
N -0.30 -0.85 -1.46
C 0.73 -0.20 -0.77
C 1.97 0.07 -1.34
C 2.95 0.70 -0.60
C 2.71 1.07 0.72
O 3.70 1.75 1.38
C 3.90 1.56 2.72
C 4.43 2.64 3.44
C 4.70 2.50 4.78
C 4.46 1.30 5.43
C 3.95 0.23 4.72
C 3.67 0.35 3.37
C 1.47 0.81 1.29
C 0.49 0.18 0.55
H -1.84 -1.84 -4.17
H -1.61 -2.96 -2.82
H -2.21 0.66 -2.72
H -3.34 -0.01 -3.91
H -5.20 0.57 -2.63
H -4.10 1.64 -1.76
H -3.71 -0.13 -0.24
H -5.92 -1.53 -1.50
H -4.83 -2.11 -0.23
H -3.67 -3.14 -1.96
H -4.49 -2.16 -3.20
H -1.17 -0.97 -0.96
H 2.16 -0.21 -2.36
H 3.91 0.92 -1.03
H 4.61 3.56 2.92
H 5.11 3.33 5.33
H 4.67 1.19 6.48
H 3.76 -0.71 5.21
H 3.28 -0.49 2.81
H 1.27 1.11 2.31
H -0.47 -0.02 1.00
*
```

## Properties
Frontier orbital gap, eV: 8.645
SMILES: O=C(CN1CCNCC1)Nc1ccc(Oc2ccccc2)cc1
LUMO energy, eV: 0.66
Relative energy (zero: lowest compared OMol25 entry of this formula, charge and spin), kJ/mol: 187.9
HOMO level, eV: -7.9894
Total energy, eV: -27572.0442
Largest force on an atom, eV/Å: 0.56



The following is a DFT calculation (ωB97M-V/def2-TZVPD) of C18H21N3O2S2 in the gas phase.

```
! wB97M-V def2-TZVPD RIJCOSX def2/J DEFGRID3
* xyz 0 1
C -6.17 0.02 -0.66
C -4.98 0.88 -0.44
S -5.15 2.61 -0.51
C -3.50 2.83 -0.12
C -2.84 1.65 0.04
C -1.40 1.60 0.33
O -0.80 2.43 1.00
N -0.73 0.58 -0.27
N 0.62 0.44 0.02
C 1.20 -0.78 -0.08
S 0.42 -2.02 -0.85
N 2.43 -0.96 0.44
C 3.31 0.09 0.90
C 3.98 0.84 -0.28
C 4.92 1.96 0.20
C 6.29 1.29 0.12
C 6.11 0.36 -1.07
O 4.76 -0.09 -1.01
C -3.71 0.51 -0.14
C -3.29 -0.88 0.08
C -3.49 -1.85 -0.89
C -3.09 -3.16 -0.66
C -2.50 -3.51 0.54
C -2.30 -2.54 1.51
C -2.68 -1.23 1.29
H -5.99 -0.98 -0.28
H -7.05 0.44 -0.17
H -6.40 -0.06 -1.73
H -3.08 3.81 -0.06
H -1.15 -0.25 -0.69
H 0.92 1.16 0.67
H 2.90 -1.78 0.09
H 4.09 -0.37 1.51
H 2.76 0.80 1.52
H 3.18 1.23 -0.94
H 4.87 2.80 -0.49
H 4.67 2.31 1.20
H 6.49 0.72 1.03
H 7.10 2.00 -0.03
H 6.75 -0.52 -1.05
H 6.27 0.90 -2.01
H -3.94 -1.58 -1.83
H -3.24 -3.91 -1.42
H -2.19 -4.52 0.72
H -1.83 -2.81 2.45
H -2.53 -0.48 2.04
*
```

## Properties
Frontier orbital gap, eV: 8.930
SMILES: Cc1scc(C(=O)NNC(=S)NC[C@H]2CCCO2)c1-c1ccccc1
LUMO energy, eV: 0.74
Relative energy (zero: lowest compared OMol25 entry of this formula, charge and spin), kJ/mol: 151.1
HOMO level, eV: -8.1868
Total energy, eV: -49242.7304
Largest force on an atom, eV/Å: 0.80



What is the formula in the fifth record?
C18H21N3O2